ORCA calculation (the ωB97M-V functional and the def2-TZVPD basis) on one molecule with the formula C17H19N5O2S in a non-equilibrium geometry.

Summary:
**DFT total energy**: -1481.67365 Eh
**HOMO energy**: -0.2918 Ha
**SMILES string**: CCn1c(SCC(=O)NCc2ccco2)nnc1-c1ccc(N)cc1
**LUMO level**: 0.65 eV

Last column: Mulliken charge in e.
CARTESIAN COORDINATES (ANGSTROEM)
1 S -2.857 1.999 -0.224  -0.146
2 O -1.073 -2.836 0.328  -0.363
3 O -5.228 -0.419 -0.300  -0.656
4 N -0.133 0.136 1.729  -0.725
5 N -1.392 0.576 1.585  -0.453
6 N -3.648 -0.958 1.238  -0.261
7 N -0.241 1.221 -0.173  0.591
8 N 6.053 -0.572 0.115  -0.531
9 C 0.093 1.960 -1.362  -0.750
10 C 2.835 0.369 1.597  -0.649
11 C -0.667 -1.978 -1.680  -0.490
12 C -1.454 1.226 0.450  0.507
13 C 1.975 0.221 0.509  0.019
14 C -4.154 1.365 0.892  -0.735
15 C -2.229 -2.321 -0.138  0.370
16 C 4.703 -0.362 0.261  1.013
17 C 0.268 3.444 -1.052  -1.133
18 C 4.177 0.088 1.475  -0.693
19 C -3.434 -2.309 0.748  -1.092
20 C -2.033 -1.772 -1.372  -0.265
21 C 2.491 -0.252 -0.695  -0.253
22 C 3.834 -0.538 -0.818  -0.910
23 C 0.564 0.514 0.691  0.264
24 C -4.413 -0.095 0.537  0.523
25 C -0.136 -2.628 -0.609  -0.569
26 H -3.280 -2.980 1.595  0.314
27 H 1.064 3.585 -0.323  0.292
28 H -0.162 -1.690 -2.580  0.571
29 H -0.654 3.859 -0.653  0.335
30 H 4.222 -0.911 -1.755  0.289
31 H -2.773 -1.290 -1.978  0.583
32 H 0.855 -2.977 -0.399  0.545
33 H -4.327 -2.598 0.188  0.431
34 H 0.527 3.980 -1.960  0.422
35 H -2.872 -0.561 1.772  0.435
36 H 2.430 0.706 2.538  0.464
37 H -0.716 1.820 -2.085  0.463
38 H 4.837 0.212 2.322  0.295
39 H 6.591 -0.689 0.958  0.212
40 H 6.349 -1.134 -0.665  0.218
41 H -5.032 1.971 0.676  0.445
42 H 1.020 1.555 -1.769  0.305
43 H 1.833 -0.441 -1.531  0.388
44 H -3.813 1.504 1.916  0.379


ORCA calculation (the ωB97M-V functional and the def2-TZVPD basis) on C25H26N7O3PPdS2 as an isolated structure.

Summary:
**DFT total energy**: -2842.66789 Eh
**HOMO energy (alpha / beta)**: -0.4017 / -0.4045 Ha
**<S²>**: 0.755
**Net charge**: +1
**LUMO level (alpha / beta)**: -4.00 / -3.80 eV
**Spin multiplicity**: 2

Last column: Mulliken charge in e.
CARTESIAN COORDINATES (ANGSTROEM)
1 Pd 0.145 -0.393 0.213  -0.311
2 S -0.791 0.058 3.791  -0.345
3 S 1.766 0.590 -1.094  -0.256
4 P 1.790 -1.576 1.371  2.905
5 O 0.183 1.535 1.258  -0.503
6 O 0.571 -2.095 -1.324  -0.806
7 O -1.607 2.750 1.855  -0.631
8 N 2.654 -4.153 1.643  0.135
9 N -1.580 -0.973 1.429  0.234
10 N 4.376 -2.435 1.346  0.126
11 N -1.310 0.780 -0.940  0.968
12 N 3.181 -2.611 3.455  0.163
13 N 1.297 -1.721 -2.372  0.740
14 N -3.226 -0.287 2.950  0.053
15 C -2.892 0.130 -4.748  -0.770
16 C 2.788 -1.087 -4.583  -0.347
17 C -2.233 -0.906 -4.056  -1.031
18 C -2.221 2.996 -0.939  -0.943
19 C -3.035 1.354 -4.161  -0.811
20 C 3.920 -3.783 1.011  -0.896
21 C -1.832 0.563 -2.192  -0.132
22 C 1.913 -0.520 -2.410  0.692
23 C 2.779 -3.965 3.088  -0.926
24 C 1.386 -2.598 -3.400  -0.348
25 C -1.866 -0.438 2.676  -0.231
26 C -2.692 2.835 -2.205  -0.798
27 C -1.715 -0.702 -2.806  0.159
28 C -4.224 -0.700 2.164  -0.219
29 C 4.445 -2.295 2.799  -0.871
30 C -2.520 1.596 -2.866  1.041
31 C 2.677 -0.203 -3.539  -0.903
32 C -2.573 -1.418 0.669  -0.008
33 C -3.928 -1.339 0.990  -0.997
34 C 2.142 -1.630 3.198  -1.153
35 C -0.946 2.111 1.059  -0.055
36 C 1.537 -3.387 1.105  -1.146
37 C 2.124 -2.312 -4.514  -0.809
38 C 3.526 -1.410 0.757  -1.456
39 C -1.512 1.935 -0.346  0.702
40 H 1.411 -3.577 0.039  0.377
41 H 4.744 -1.277 3.052  0.405
42 H -3.215 3.636 -2.714  0.452
43 H -4.691 -1.711 0.328  0.481
44 H -3.292 -0.051 -5.736  0.412
45 H 3.539 -1.491 -0.331  0.521
46 H 1.233 -1.887 3.731  0.495
47 H -2.355 3.902 -0.367  0.606
48 H 3.816 -3.868 -0.072  0.413
49 H -2.139 -1.879 -4.520  0.478
50 H 3.539 -4.654 3.458  0.307
51 H 1.829 -4.204 3.567  0.394
52 H 3.381 -0.832 -5.450  0.421
53 H -2.280 -1.857 -0.278  0.501
54 H 3.902 -0.419 1.015  0.371
55 H -3.416 0.216 3.807  0.279
56 H 0.614 -3.679 1.614  0.408
57 H 5.205 -2.983 3.172  0.317
58 H 4.684 -4.487 1.343  0.274
59 H 3.169 0.760 -3.561  0.483
60 H 2.458 -0.641 3.534  0.325
61 H -5.228 -0.506 2.512  0.422
62 H 0.836 -3.513 -3.241  0.512
63 H -1.202 -1.495 -2.278  0.243
64 H -3.555 2.156 -4.669  0.426
65 H 2.178 -3.036 -5.313  0.463


ORCA calculation (the ωB97M-V functional and the def2-TZVPD basis) on a 2-piece molecular cluster, CH7N2O overall in a non-equilibrium geometry.

Summary:
**DFT total energy**: -226.24298 Eh
**HOMO energy (alpha / beta)**: -0.8702 / -0.8506 Ha
**<S²>**: 0.761
**Net charge**: +2
**LUMO level (alpha / beta)**: -10.37 / -15.19 eV
**Spin multiplicity**: 2

Last column: Mulliken charge in e.
CARTESIAN COORDINATES (ANGSTROEM)
1 O 0.065 -0.078 0.176  -0.223
2 N -0.599 1.993 0.687  -0.209
3 N 1.041 -2.079 -1.160  -0.566
4 C -0.848 0.713 0.604  0.324
5 H -1.006 2.460 1.525  0.368
6 H 1.879 -1.527 -1.392  0.403
7 H 0.460 -1.256 -0.522  0.387
8 H 1.318 -2.995 -0.772  0.369
9 H 0.338 2.396 0.393  0.340
10 H 0.322 -2.024 -1.876  0.414
11 H -1.580 0.176 1.198  0.393


ORCA calculation (the ωB97M-V functional and the def2-TZVPD basis) on C42H32BBrCdF4N4O4P as an isolated structure.

Summary:
**DFT total energy**: -5647.48840 Eh
**HOMO energy**: -0.1799 Ha
**Net charge**: -1
**LUMO level**: 2.22 eV

Last column: Mulliken charge in e.
CARTESIAN COORDINATES (ANGSTROEM)
1 Cd -1.366 -0.253 1.234  4.527
2 Br 1.552 -5.584 -3.564  -0.206
3 P 1.960 1.325 0.907  0.447
4 F 2.594 -2.168 2.661  -0.265
5 F 1.049 -3.870 2.870  -0.407
6 F 0.356 -1.746 2.323  -0.296
7 F 1.140 -2.190 4.442  -0.361
8 O -2.764 0.036 -0.519  -0.929
9 O 0.606 0.722 0.771  -0.443
10 O -2.883 1.003 3.682  -0.659
11 O -1.054 2.121 3.048  0.250
12 N -0.035 0.212 -2.327  -0.469
13 N -5.201 -4.499 -2.572  -0.564
14 N -4.518 -5.417 -3.058  -0.470
15 N -2.073 -2.353 0.584  -0.717
16 C -5.062 -2.148 -2.261  -0.429
17 C 5.034 -1.039 -1.509  -0.550
18 C 2.537 1.441 2.605  0.478
19 C -1.029 -6.622 -2.976  -0.503
20 C -2.370 -4.252 -3.551  -0.003
21 C 1.728 5.717 -0.373  -0.532
22 C -4.456 -0.979 -1.808  -0.776
23 C -3.389 -1.012 -0.903  0.421
24 C -3.023 -2.324 -0.388  0.316
25 C 0.767 3.755 0.629  -0.874
26 C -0.994 -4.318 -3.689  -0.562
27 C 4.149 -0.363 0.621  -0.602
28 C 4.100 2.264 4.237  -0.713
29 C 1.846 0.761 3.599  -0.030
30 C 2.971 3.659 -0.346  -0.368
31 C -1.949 1.063 2.918  -0.138
32 C -1.010 2.610 -2.277  0.921
33 C -3.254 -4.714 -0.248  -0.635
34 C -1.296 3.007 4.139  -0.887
35 C 1.920 3.034 0.316  0.441
36 C -0.805 4.937 -2.827  -0.540
37 C -0.473 1.274 -2.322  -0.462
38 C -2.223 2.851 -1.634  -0.105
39 C -2.017 5.184 -2.197  -0.520
40 C -3.629 -3.500 -0.869  0.866
41 C -0.334 -5.500 -3.389  0.111
42 C 5.053 -1.106 -0.125  -0.683
43 C 2.872 5.001 -0.694  -0.785
44 C -2.408 -6.554 -2.859  -0.221
45 C -3.082 -5.367 -3.114  0.093
46 C 4.101 -0.240 -2.159  -0.928
47 C -1.706 -3.499 1.111  -0.174
48 C -2.298 -4.714 0.724  -1.043
49 C 3.195 0.500 -1.420  -0.008
50 C 3.665 2.196 2.926  -0.497
51 C -4.616 -3.397 -1.890  -0.046
52 C 3.410 1.575 5.231  -0.566
53 C -2.717 4.146 -1.598  -0.818
54 C 0.677 5.095 0.287  -0.755
55 C -0.294 3.651 -2.864  -0.367
56 C 3.226 0.454 -0.026  0.222
57 C 2.291 0.824 4.913  -1.325
58 B 1.309 -2.514 3.095  -0.264
59 H 3.690 5.485 -1.213  0.419
60 H 0.660 3.449 -3.333  0.450
61 H 4.976 2.850 4.488  0.401
62 H -2.729 2.022 -1.152  0.725
63 H -2.978 -7.424 -2.558  0.434
64 H 1.764 0.262 5.673  0.478
65 H -0.221 5.651 0.528  0.473
66 H -1.986 -5.628 1.210  0.475
67 H 2.442 1.093 -1.924  0.306
68 H -3.738 -5.636 -0.539  0.586
69 H -0.249 5.748 -3.279  0.420
70 H 1.654 6.764 -0.643  0.424
71 H 5.735 -1.627 -2.088  0.390
72 H 3.864 3.099 -0.597  0.452
73 H -2.269 3.491 4.047  0.276
74 H 5.757 -1.754 0.380  0.417
75 H 3.757 1.622 6.256  0.377
76 H 0.978 0.170 3.346  0.484
77 H 4.136 -0.451 1.699  0.264
78 H -0.500 3.749 4.108  0.249
79 H -5.869 -2.096 -2.984  0.373
80 H -3.653 4.344 -1.092  0.440
81 H -0.046 3.258 1.148  0.509
82 H -0.501 -7.539 -2.754  0.410
83 H -2.411 6.192 -2.165  0.395
84 H -0.927 -3.473 1.859  0.389
85 H -1.269 2.472 5.089  0.290
86 H 4.202 2.732 2.150  0.372
87 H -0.437 -3.448 -4.010  0.427
88 H 4.067 -0.210 -3.240  0.435
89 H -2.884 -3.325 -3.767  0.403
90 H -4.797 -0.014 -2.160  0.458


ORCA calculation (the ωB97M-V functional and the def2-TZVPD basis) on a 2-piece molecular cluster, C2H5NO4 overall in a non-equilibrium geometry.

Summary:
**DFT total energy**: -434.85994 Eh
**HOMO energy**: -0.3716 Ha
**SMILES string**: CC(=O)O.O=NO
**LUMO level**: 0.51 eV

Last column: Mulliken charge in e.
CARTESIAN COORDINATES (ANGSTROEM)
1 O 1.189 1.156 -0.056  -0.445
2 O -0.024 -0.696 -0.269  -0.632
3 O -4.256 1.342 -0.891  -0.352
4 O -2.855 -0.269 -0.605  -0.317
5 N -3.100 1.071 -0.840  0.224
6 C 0.993 -0.158 0.095  0.696
7 C 2.157 -0.801 0.779  -0.952
8 H -1.883 -0.419 -0.565  0.540
9 H 3.051 -0.647 0.178  0.295
10 H 0.435 1.591 -0.483  0.341
11 H 1.981 -1.862 0.923  0.301
12 H 2.310 -0.308 1.735  0.300


ORCA calculation (the ωB97M-V functional and the def2-TZVPD basis) on C19H42CrNO3P3 as an isolated structure in a non-equilibrium geometry.

Summary:
**DFT total energy**: -3097.15651 Eh
**HOMO energy (alpha / beta)**: -0.5392 / -0.5402 Ha
**<S²>**: 3.853
**Net charge**: +3
**LUMO level (alpha / beta)**: -12.27 / -11.60 eV
**Spin multiplicity**: 4

Last column: Mulliken charge in e.
CARTESIAN COORDINATES (ANGSTROEM)
1 Cr 0.258 0.182 0.787  -1.539
2 P 2.556 0.160 1.694  1.317
3 P -2.039 0.616 0.273  1.272
4 P 0.445 -1.860 -0.193  1.326
5 O -1.084 -2.217 2.552  -0.532
6 O -0.679 -0.254 -3.857  -0.445
7 O -0.256 -0.279 3.392  -0.546
8 N -0.544 -0.850 5.781  -0.187
9 C -1.514 1.825 -4.600  -0.107
10 C -2.229 0.537 -1.535  -1.350
11 C 3.191 1.628 2.577  -1.337
12 C -0.025 1.566 -6.977  -0.437
13 C -2.811 2.243 0.607  -1.429
14 C -0.756 0.680 -4.862  0.945
15 C 3.821 -0.092 0.401  -1.403
16 C -3.294 -0.537 0.907  -1.243
17 C 0.641 2.321 0.376  -0.854
18 C -1.415 2.894 -5.491  -0.597
19 C 0.169 2.219 1.723  0.230
20 C -1.027 -2.841 -0.586  -1.082
21 C 1.494 -3.114 0.591  -1.210
22 C -0.035 0.513 -6.068  -0.737
23 C -1.297 -1.776 4.883  -0.828
24 C 2.870 -1.131 2.949  -1.262
25 C -0.859 -1.404 3.473  0.673
26 C 1.281 -1.545 -1.777  -0.500
27 C -0.668 2.775 -6.672  -0.619
28 H -1.502 -3.129 0.360  0.296
29 H 2.915 2.551 2.057  0.419
30 H 0.502 1.445 -7.923  0.386
31 H 0.654 -0.818 -2.305  -0.431
32 H 1.511 -4.002 -0.060  0.539
33 H -0.292 -0.032 5.183  0.239
34 H 3.654 0.641 -0.397  0.410
35 H 2.265 -1.083 -1.628  0.248
36 H -3.075 2.313 1.671  0.442
37 H -2.135 3.064 0.339  0.444
38 H 2.250 -2.016 2.779  0.221
39 H -2.939 -1.569 0.831  0.227
40 H 1.384 -2.479 -2.352  0.635
41 H -1.425 1.135 -1.977  -0.044
42 H -1.744 -2.280 -1.193  0.340
43 H 4.286 1.554 2.626  0.498
44 H -3.727 2.313 0.001  0.525
45 H -0.025 2.662 -0.424  0.446
46 H 0.867 2.307 2.561  0.264
47 H -2.143 -0.482 -1.925  0.450
48 H 0.526 -0.411 -6.257  0.355
49 H -2.118 1.909 -3.691  0.320
50 H 3.751 -1.100 -0.019  0.384
51 H 0.310 -1.308 6.116  0.370
52 H -2.372 -1.614 5.020  0.318
53 H -3.198 0.957 -1.837  0.665
54 H -0.593 3.627 -7.352  0.391
55 H -4.230 -0.413 0.345  0.536
56 H -0.855 2.509 1.985  0.287
57 H 2.518 -2.748 0.732  0.442
58 H 0.144 -0.780 -3.949  0.314
59 H -0.719 -3.747 -1.129  0.556
60 H -1.053 -2.807 5.126  0.376
61 H -1.929 3.825 -5.253  0.383
62 H 3.929 -1.419 2.933  0.472
63 H 1.708 2.456 0.180  0.356
64 H -3.467 -0.302 1.964  0.383
65 H 2.783 1.649 3.595  0.433
66 H 2.619 -0.715 3.933  0.351
67 H 1.055 -3.375 1.563  0.331
68 H -1.102 -0.609 6.602  0.386
69 H 4.822 0.061 0.824  0.519


Energy relative to the best compared isomer or geometry (same formula, charge and spin) readings, ordered: 2.163; 0.000; 1.449; 0.101; 3.651; 0.000 eV